No. 1
ORCA calculation (ωB97M-V/def2-TZVPD) on the molecule C3H10N4 in a non-equilibrium geometry.

Calculated values
* molar mass: 102.1 g/mol
* E_HOMO: -7.8 eV
* gap between HOMO and LUMO: 8.713 eV
* LUMO: 0.89 eV

XYZ file:
```
17
Properties=species:S:1:pos:R:3:forces:R:3
C -0.138 -0.387 -1.924 -0.0205 0.2381 0.0841
C 0.704 -1.819 -0.133 -0.0216 0.1612 0.3458
N -0.122 -0.661 -0.483 -0.4323 -0.4219 -1.3403
C -0.150 0.433 0.359 -0.1854 1.1679 -0.9647
N -0.040 2.643 0.867 -0.1788 1.5061 1.8863
N -0.318 0.084 1.669 -0.1948 -0.2719 1.2061
N -0.095 1.665 -0.069 0.4115 -3.2754 -2.0353
H -0.976 2.956 1.119 0.0708 0.1741 0.0336
H 0.446 2.340 1.710 -0.0793 0.2131 0.0587
H -0.727 0.843 2.196 0.0609 0.0349 0.1738
H -0.904 -0.738 1.743 0.2063 0.0098 0.1220
H 1.763 -1.539 -0.108 0.0828 -0.1299 0.0380
H 0.427 -2.235 0.840 0.1134 0.1552 -0.1296
H -0.327 -1.305 -2.491 0.0785 0.0101 0.3572
H 0.819 0.032 -2.251 -0.0851 0.0888 -0.1050
H -0.941 0.313 -2.181 0.3089 -0.0317 0.2348
H 0.579 -2.625 -0.864 -0.1350 0.3715 0.0346
```
Positions in Å, forces in eV/Å.

---

No. 2
ORCA calculation (ωB97M-V/def2-TZVPD) on a cluster of 2 separate species, C3H10N4 in total in a non-equilibrium geometry.

Calculated values
* molar mass: 102.1 g/mol
* E_HOMO: -8.9 eV
* gap between HOMO and LUMO: 10.040 eV
* LUMO: 1.15 eV

XYZ file:
```
17
Properties=species:S:1:pos:R:3:forces:R:3
C 2.550 0.490 0.275 0.2843 0.0048 -0.0720
C -2.941 0.315 -0.556 -0.5072 -0.8863 0.3493
C 2.197 -0.663 -0.597 -0.0327 0.0139 -0.1022
N -1.522 0.055 -0.457 2.1581 -1.0767 0.9426
N -1.086 0.082 0.908 -0.7139 1.4279 1.1560
N 1.671 1.155 0.890 -0.1812 0.2865 0.0823
N -0.984 -1.207 0.394 -1.2514 0.5207 -2.2867
H -0.149 0.517 0.972 -0.2115 -0.4085 -0.4397
H 2.035 1.941 1.425 0.2191 -0.1769 -0.0090
H -1.853 -1.702 0.618 0.0857 0.2231 0.3516
H 3.624 0.716 0.342 -0.1202 0.1110 0.0611
H -3.262 0.058 -1.566 -0.0202 0.1516 0.0291
H -3.544 -0.266 0.155 0.0692 0.0690 0.0263
H -3.119 1.374 -0.345 0.1816 -0.1006 -0.1290
H 1.120 -0.738 -0.734 0.0331 -0.0965 0.0762
H 2.587 -1.582 -0.156 -0.0488 -0.0648 -0.0213
H 2.676 -0.546 -1.570 0.0561 0.0019 -0.0147
```
Positions in Å, forces in eV/Å.

---

- Which value of molar mass does entry 2 give?
  102.1 g/mol